Entry 1:
Molecular formula: C13H54N12O13
Method: DFT, ωB97M-V with the def2-TZVPD basis set

Output
Maximum force, hartree/bohr: 0.0652
Gap between HOMO and LUMO, eV: 9.35
HOMO energy, eV: -8.932
Total charge: 0

```
92
C13H54N12O13 | OMol25 | ωB97M-V with the def2-TZVPD basis set
O -12.58 3.38 15.58
H -11.76 3.19 16.08
H -13.30 3.59 16.21
O -10.01 2.40 16.27
H -9.16 2.78 16.60
H -9.87 1.89 15.49
O -6.86 5.45 14.35
H -6.74 4.80 13.64
H -7.61 5.99 14.13
O -6.11 7.86 15.55
H -6.28 6.97 15.18
H -5.24 7.71 16.01
O -13.34 7.40 12.94
H -12.62 6.74 13.07
H -14.00 7.21 13.65
O -11.87 5.30 18.14
H -11.67 4.37 18.35
H -11.09 5.64 17.75
C -15.05 4.86 17.90
O -15.02 3.81 17.30
N -14.89 4.79 19.30
N -15.22 6.06 17.27
H -15.01 5.56 19.88
H -15.54 4.04 19.59
H -15.56 6.89 17.76
H -15.02 6.08 16.29
C -15.44 4.95 13.68
O -15.12 5.89 14.42
N -16.00 3.79 14.20
N -15.26 5.09 12.40
H -16.00 3.72 15.22
H -16.08 2.98 13.64
H -15.60 4.38 11.76
H -14.71 5.87 12.11
C -9.53 7.82 17.68
O -9.36 6.58 17.59
N -8.62 8.72 17.23
N -10.64 8.32 18.37
H -7.92 8.35 16.60
H -8.81 9.73 17.23
H -11.10 9.06 17.86
H -11.37 7.64 18.48
C -10.28 5.19 13.42
O -9.36 5.67 12.74
N -10.88 5.82 14.49
N -10.78 3.92 13.25
H -10.55 6.64 14.95
H -11.47 5.26 15.10
H -10.26 3.30 12.68
H -11.36 3.52 13.98
C -11.19 9.75 14.91
O -10.99 10.37 15.94
N -12.38 9.87 14.12
N -10.24 8.96 14.33
H -12.59 9.01 13.58
H -13.18 10.33 14.51
H -10.30 8.35 13.50
H -9.41 8.92 14.89
C -7.63 2.31 19.24
C -8.34 3.64 18.82
C -8.04 4.73 19.90
O -8.79 4.47 21.02
C -8.43 5.07 22.22
N -7.95 3.93 17.49
H -7.79 1.55 18.36
H -7.97 2.01 20.21
H -6.57 2.53 19.32
H -9.39 3.41 18.94
H -8.36 5.65 19.49
H -6.97 4.85 20.13
H -7.38 4.95 22.33
H -8.92 4.58 23.01
H -8.66 6.15 22.18
H -8.16 4.87 17.14
H -6.97 3.72 17.35
C -9.70 -1.07 15.66
C -10.51 -0.96 14.33
C -11.65 -1.94 14.31
O -11.12 -3.22 14.47
C -12.17 -4.13 14.57
N -11.00 0.51 14.19
H -9.35 -2.04 16.01
H -10.21 -0.69 16.54
H -8.77 -0.50 15.59
H -9.82 -1.18 13.54
H -12.13 -1.81 13.38
H -12.38 -1.77 15.06
H -12.67 -4.36 13.61
H -12.83 -3.75 15.36
H -11.71 -5.09 14.80
H -11.89 0.72 14.64
H -10.98 0.67 13.22
```

Now the Löwdin charges, all in e: O -0.097; H 0.004; H 0.016; O -0.091; H 0.011; H -0.015; O -0.049; H 0.069; H 0.010; O -0.087; H -0.011; H 0.072; O -0.095; H 0.050; H 0.028; O -0.042; H 0.050; H -0.040; C -0.651; O 0.009; N 0.147; N 0.183; H 0.055; H 0.108; H 0.114; H 0.039; C -0.644; O -0.036; N 0.183; N 0.193; H 0.093; H 0.085; H 0.116; H 0.094; C -0.597; O -0.043; N 0.175; N 0.169; H 0.066; H 0.119; H 0.069; H 0.073; C -0.633; O -0.012; N 0.169; N 0.169; H 0.062; H 0.077; H 0.091; H 0.051; C -0.628; O 0.001; N 0.134; N 0.157; H 0.043; H 0.080; H 0.119; H 0.076; C -0.047; C -0.426; C -0.219; O -0.178; C -0.097; N 0.036; H 0.110; H 0.060; H 0.068; H 0.125; H 0.087; H 0.132; H 0.073; H 0.074; H 0.100; H 0.064; H 0.091; C -0.066; C -0.329; C -0.254; O -0.170; C -0.120; N 0.058; H 0.067; H 0.077; H 0.069; H 0.131; H 0.114; H 0.112; H 0.094; H 0.094; H 0.089; H 0.075; H 0.043


Entry 2:
Molecular formula: BH3S3
Method: DFT, ωB97M-V with the def2-TZVPD basis set

Output
Maximum force, hartree/bohr: 0.0668
Relative energy (zero: lowest compared OMol25 entry of this formula, charge and spin), eV: 1.752
Gap between HOMO and LUMO, eV: 8.62
HOMO energy, eV: -8.875
Total charge: 0

```
7
BH3S3 | OMol25 | ωB97M-V with the def2-TZVPD basis set
B 0.58 0.02 -0.15
S 2.74 1.00 0.73
S 0.97 -1.47 -1.05
S -0.89 1.03 0.06
H 2.14 2.17 0.76
H -0.27 -1.78 -0.97
H -1.70 -0.04 -0.45
```

Now the Löwdin charges, all in e: B -1.175; S 0.333; S 0.744; S 0.690; H -0.308; H -0.196; H -0.087


Entry 3:
Molecular formula: C22H24Br45F4I2O4P
Method: DFT, ωB97M-V with the def2-TZVPD basis set

Output
Maximum force, hartree/bohr: 0.0573
Gap between HOMO and LUMO, eV: 8.22
HOMO energy, eV: -8.605
Total charge: 0

```
102
C22H24Br45F4I2O4P | OMol25 | ωB97M-V with the def2-TZVPD basis set
C -0.07 -2.81 3.58
C -0.44 -1.78 2.52
I -1.36 -2.78 0.83
C 0.80 -0.97 2.09
I 1.87 -2.03 0.54
O 0.38 0.29 1.52
P 0.09 1.42 2.64
O 0.49 1.04 4.01
O 0.93 2.73 2.09
F 2.28 2.28 2.06
O -1.36 1.98 2.44
C -2.35 1.78 3.48
C -3.76 1.75 2.87
C -3.95 0.54 2.00
F -3.95 -0.69 2.60
C -4.09 0.62 0.63
F -4.05 1.80 -0.10
F -4.39 -0.45 -0.13
H 0.49 -3.65 3.17
H -0.97 -3.17 4.08
H 0.55 -2.31 4.33
H -1.19 -1.07 2.87
H 1.51 -0.83 2.89
H -2.30 2.64 4.16
H -2.20 0.84 4.02
H -4.04 2.64 2.32
H -4.41 1.65 3.76
C -2.40 -2.84 -3.46
Br -2.07 -4.49 -2.55
Br -2.14 -3.07 -5.35
Br -4.13 -2.09 -3.09
H -1.67 -2.13 -3.11
C -2.73 5.13 6.64
Br -2.18 6.91 6.16
Br -4.51 4.73 6.02
Br -1.47 3.80 6.03
H -2.75 5.07 7.72
C 2.72 -6.48 -0.16
Br 4.16 -6.89 -1.36
Br 3.32 -5.41 1.32
Br 1.25 -5.63 -1.08
H 2.35 -7.41 0.24
C 0.52 -0.73 -6.69
Br 2.38 -1.20 -6.78
Br 0.04 -0.06 -4.96
Br 0.03 0.52 -8.08
H -0.05 -1.63 -6.86
C -3.41 1.10 -6.38
Br -4.00 -0.35 -7.50
Br -3.93 2.81 -7.09
Br -4.00 0.87 -4.56
H -2.33 1.08 -6.37
C 4.42 -1.71 5.00
Br 4.03 -3.04 3.68
Br 3.28 -0.18 4.78
Br 4.30 -2.42 6.78
H 5.45 -1.39 4.85
C 4.47 3.85 5.45
Br 3.88 3.09 7.11
Br 5.94 2.86 4.69
Br 3.00 3.98 4.21
H 4.83 4.85 5.65
C -1.36 -0.39 8.75
Br -1.44 -0.37 10.67
Br -2.31 -1.90 8.02
Br -1.99 1.26 8.02
H -0.32 -0.50 8.46
C -6.17 -3.01 4.25
Br -4.81 -3.73 3.10
Br -5.39 -2.12 5.77
Br -7.36 -1.85 3.28
H -6.75 -3.84 4.62
C 4.96 4.44 0.96
Br 6.21 4.11 -0.47
Br 5.52 5.90 2.08
Br 3.17 4.70 0.30
H 4.94 3.55 1.58
C -2.43 6.19 -0.06
Br -3.87 7.47 -0.08
Br -3.09 4.38 0.04
Br -1.24 6.45 -1.54
H -1.86 6.37 0.84
C 2.86 6.54 -3.19
Br 4.13 6.18 -4.59
Br 3.41 8.02 -2.10
Br 1.08 6.79 -3.88
H 2.83 5.67 -2.55
C -6.07 -3.61 -6.31
Br -7.32 -2.17 -6.61
Br -6.96 -5.21 -5.73
Br -4.97 -3.93 -7.85
H -5.42 -3.30 -5.50
C 5.76 -1.78 -9.54
Br 6.42 -1.58 -7.75
Br 4.88 -3.48 -9.80
Br 4.62 -0.32 -10.05
H 6.61 -1.77 -10.20
C 6.45 -7.14 -8.29
Br 7.57 -8.01 -9.59
Br 5.19 -8.35 -7.50
Br 7.50 -6.24 -6.95
H 5.89 -6.38 -8.81
```

Atomic partial charges in e from the Löwdin method, atoms 1 to 99: C -0.155; C -0.778; I 0.810; C -0.809; I 0.824; O -0.245; P 0.457; O -0.274; O -0.144; F -0.191; O -0.149; C -0.201; C -0.085; C -0.186; F -0.008; C -0.203; F -0.027; F 0.077; H 0.062; H 0.078; H 0.077; H 0.057; H -0.010; H -0.002; H 0.124; H 0.091; H 0.137; C -1.601; Br 0.557; Br 0.585; Br 0.589; H -0.040; C -1.607; Br 0.596; Br 0.586; Br 0.617; H -0.025; C -1.621; Br 0.587; Br 0.501; Br 0.529; H -0.027; C -1.632; Br 0.579; Br 0.597; Br 0.607; H -0.071; C -1.636; Br 0.538; Br 0.583; Br 0.545; H -0.115; C -1.602; Br 0.542; Br 0.643; Br 0.588; H -0.024; C -1.609; Br 0.577; Br 0.567; Br 0.641; H -0.026; C -1.636; Br 0.572; Br 0.554; Br 0.550; H -0.027; C -1.635; Br 0.576; Br 0.548; Br 0.579; H -0.032; C -1.635; Br 0.593; Br 0.565; Br 0.618; H -0.058; C -1.630; Br 0.572; Br 0.669; Br 0.548; H -0.031; C -1.647; Br 0.577; Br 0.565; Br 0.543; H -0.076; C -1.652; Br 0.565; Br 0.579; Br 0.535; H -0.096; C -1.641; Br 0.566; Br 0.572; Br 0.568; H -0.031; C -1.661; Br 0.569


Which value of maximum force does entry 2 give? 0.0668 hartree/bohr